DFT (ωB97M-V with the def2-TZVPD basis set) results for a 7-piece molecular cluster, C6H24FN12O6 overall.

Net charge: -1
LUMO level: 0.0914 Eh
HOMO-LUMO gap: 0.3510 Eh
ΔE to the lowest compared entry with this formula, charge and spin: 1.407 eV
E_HOMO: -7.06 eV

```
49
C6H24FN12O6 | the OMol25 dataset | ωB97M-V with the def2-TZVPD basis set
F -0.1953 -0.4745 -0.3088
C -3.3981 0.0260 1.3951
O -4.4234 -0.3310 1.9940
N -3.1226 -0.3567 0.1433
N -2.3509 0.5845 2.0867
H -3.8046 -0.9319 -0.3178
H -2.2048 -0.3404 -0.2972
H -1.4597 0.6356 1.6237
H -2.4339 0.5961 3.0832
C 2.1031 2.3749 -2.2155
O 2.8060 3.3790 -2.1528
N 2.2058 1.2974 -1.3897
N 1.0969 2.2390 -3.1371
H 2.8017 1.3578 -0.5849
H 1.4949 0.5855 -1.3748
H 0.6142 1.3576 -3.2656
H 0.8929 3.0464 -3.6940
C -0.3074 3.3047 0.9900
O -1.1384 3.4653 0.1020
N 0.5237 2.2146 1.0155
N -0.2626 4.0602 2.1233
H 1.0895 2.0564 1.8278
H 0.5536 1.5421 0.2722
H -0.9423 4.7925 2.1988
H 0.5244 3.9499 2.7295
C 0.6469 -1.4172 -3.8363
O 0.7210 -1.8730 -4.9659
N 1.2814 -1.9634 -2.7430
N -0.1378 -0.4013 -3.3630
H 1.0899 -1.5794 -1.8304
H 1.5892 -2.9190 -2.7399
H -0.8425 0.0493 -3.9266
H -0.3659 -0.3957 -2.3768
C -1.0904 -3.8097 0.1958
O -1.4267 -4.9837 0.3438
N -0.4343 -2.9795 1.0945
N -1.3283 -3.0412 -0.8809
H -0.1450 -3.2368 2.0168
H -0.5357 -2.0121 0.7909
H -1.1515 -2.0447 -0.7657
H -1.5531 -3.3524 -1.8065
C 2.0264 -0.5222 3.1570
O 2.7770 -0.6860 4.1244
N 0.7374 -0.1050 3.2792
N 2.2454 -1.0544 1.9199
H 0.3246 0.0530 4.1782
H 0.2414 0.1768 2.4532
H 3.0995 -1.4929 1.6338
H 1.5682 -0.8405 1.2005
```

Atomic partial charges in e from the Löwdin method, atoms 1 to 5:
1 F -0.50
2 C -0.67
3 O -0.02
4 N 0.16
5 N 0.16

***

DFT (ωB97M-V with the def2-TZVPD basis set) results for C6H24KO6 as an isolated structure.

Net charge: +1
LUMO level: -0.0960 Eh
HOMO-LUMO gap: 0.3959 Eh
ΔE to the lowest compared entry with this formula, charge and spin: 4.303 eV
E_HOMO: -13.39 eV

```
37
C6H24KO6 | the OMol25 dataset | ωB97M-V with the def2-TZVPD basis set
K 0.0963 0.0230 0.2198
C 1.9913 0.8490 -2.6732
O 2.0833 1.4190 -1.4192
H 2.1383 -0.2880 -2.5852
H 2.7873 1.1280 -3.3732
H 1.0073 1.1510 -2.9962
H 2.9093 1.2560 -1.0182
C -1.6907 0.3270 2.8808
O -2.1017 -0.6380 1.9058
H -1.1947 1.2220 2.5938
H -1.1157 -0.3500 3.5548
H -2.5737 0.4520 3.4178
H -2.6017 -1.3380 2.3118
C 1.4393 3.3210 1.2238
O 0.2643 2.5570 1.0918
H 1.2743 4.2740 0.7758
H 2.2483 2.7380 0.7068
H 1.6693 3.5170 2.2958
H -0.2887 2.6450 1.8308
C -1.6427 2.0640 -1.4202
O -2.2127 1.1690 -0.4652
H -2.4917 2.6610 -1.6202
H -1.2107 1.6020 -2.3602
H -0.7767 2.5780 -0.8502
H -3.0217 1.5660 -0.1482
C 0.4033 -2.5330 -1.8832
O -0.1937 -1.1750 -2.0502
H -0.3857 -3.3390 -1.9382
H 1.0503 -2.5600 -1.0172
H 1.0243 -2.6270 -2.8062
H -1.1677 -1.2480 -2.0532
C 0.6123 -3.9540 1.2538
O -0.1577 -2.8110 1.0448
H 0.8633 -4.4640 0.3028
H 0.2363 -4.6130 1.9898
H 1.6073 -3.6520 1.6428
H -0.8787 -2.9290 1.6358
```

Atomic partial charges in e from the Löwdin method, atoms 1 to 5:
1 K 0.89
2 C -0.15
3 O -0.14
4 H 0.10
5 H 0.09

***

DFT (ωB97M-V with the def2-TZVPD basis set) results for C6H24KO6 as an isolated structure.

Net charge: +1
LUMO level: -0.1376 Eh
HOMO-LUMO gap: 0.3241 Eh
ΔE to the lowest compared entry with this formula, charge and spin: 5.132 eV
E_HOMO: -12.56 eV

```
37
C6H24KO6 | the OMol25 dataset | ωB97M-V with the def2-TZVPD basis set
K 18.6277 5.6542 21.5460
C 17.4656 1.3790 17.4685
O 17.2055 2.7214 17.7935
H 16.7220 1.0907 16.7256
H 18.4552 1.2535 17.0293
H 17.5117 0.7385 18.3493
H 17.2296 3.1525 16.9360
C 22.1937 6.0558 16.3405
O 21.8088 6.7069 17.5311
H 22.1838 6.8035 15.5474
H 23.1950 5.6300 16.4059
H 21.4948 5.2860 16.0137
H 22.4681 7.3867 17.6883
C 13.1953 7.3975 20.5493
O 14.1568 8.0489 21.3824
H 12.3455 7.0229 21.1199
H 12.6102 8.0358 19.8872
H 13.6495 6.6449 19.9048
H 13.7861 8.9168 21.5581
C 14.3114 1.5010 23.4163
O 15.0054 2.7289 23.6875
H 14.9572 0.6433 23.2280
H 13.5693 1.2902 24.1863
H 13.7646 1.6379 22.4833
H 14.8470 2.9579 24.6062
C 19.4087 11.5224 21.5567
O 19.8770 10.5395 22.4878
H 20.0008 12.4092 21.7826
H 19.5516 11.3070 20.4978
H 18.3774 11.8240 21.7396
H 20.8354 10.5935 22.4708
C 19.9444 6.6529 28.1542
O 19.6157 6.6410 26.7145
H 20.0459 5.6496 28.5680
H 20.9078 7.1245 28.3477
H 19.1810 7.1424 28.7588
H 19.7737 7.4874 26.2900
```

Atomic partial charges in e from the Löwdin method, atoms 1 to 5:
1 K 0.96
2 C -0.17
3 O -0.13
4 H 0.08
5 H 0.07

***

DFT (ωB97M-V with the def2-TZVPD basis set) results for a 7-piece molecular cluster, C6H24N5O9 overall.

Net charge: -1
LUMO level: 0.0919 Eh
HOMO-LUMO gap: 0.2651 Eh
ΔE to the lowest compared entry with this formula, charge and spin: 3.407 eV
E_HOMO: -4.71 eV

```
44
C6H24N5O9 | the OMol25 dataset | ωB97M-V with the def2-TZVPD basis set
N 18.0654 13.1201 16.8045
O 18.0967 12.0648 17.4377
O 17.7792 14.1628 17.3724
O 18.4434 13.1608 15.6522
C 20.0467 15.7628 20.8996
O 19.2917 16.9642 20.6934
H 20.3036 15.3819 19.9112
H 20.9759 15.9471 21.4387
H 19.4087 15.0096 21.3621
H 19.1339 17.3167 21.5723
C 16.8663 9.1115 21.4973
O 16.9842 8.7186 20.1226
H 17.3724 8.3892 22.1378
H 17.4195 10.0451 21.5998
H 15.9016 9.1264 22.0044
H 17.2606 9.5294 19.6892
C 15.8787 9.4339 14.5143
O 14.8382 8.5635 14.1744
H 16.4815 9.1659 15.3820
H 16.7160 9.5746 13.8308
H 15.4823 10.4283 14.7195
H 15.0848 7.6994 13.8365
C 21.8242 16.5844 13.1845
O 21.0397 16.5214 14.3693
H 21.1279 16.7266 12.3581
H 22.6048 17.3449 13.1631
H 22.2513 15.5973 13.0070
H 20.6628 15.6391 14.4038
C 14.6222 14.9432 11.4123
O 13.9991 15.7141 12.0233
N 14.1080 14.2044 10.4770
N 15.7819 14.4471 11.7143
H 13.1160 14.3348 10.3389
H 14.5627 13.6395 9.7739
H 16.0634 13.6295 11.1924
H 16.2610 14.7807 12.5385
C 22.6453 9.6315 15.8729
O 23.6173 9.0033 15.5833
N 21.6403 9.0210 16.4308
N 22.3960 10.9121 15.6344
H 21.7229 8.0280 16.5957
H 20.8982 9.5876 16.8159
H 21.5021 11.3490 15.8080
H 23.0755 11.3800 15.0517
```

Atomic partial charges in e from the Löwdin method, atoms 1 to 5:
1 N -0.72
2 O -0.11
3 O -0.06
4 O -0.09
5 C -0.16

***

DFT (ωB97M-V with the def2-TZVPD basis set) results for a 6-piece molecular cluster, C6H24O6 overall.

LUMO level: -0.0018 Eh
HOMO-LUMO gap: 0.3579 Eh
SMILES: CCO.CCO.CCO.O.O.O
ΔE to the lowest compared entry with this formula, charge and spin: 2.015 eV
E_HOMO: -9.79 eV

```
36
C6H24O6 | the OMol25 dataset | ωB97M-V with the def2-TZVPD basis set
O -1.0448 -0.7630 0.2360
H -1.3786 -1.4865 -0.2944
H -0.2579 -1.1141 0.6528
O -3.4922 0.9762 0.9892
H -3.0861 1.0747 1.8503
H -2.8651 0.4567 0.4861
O -1.9178 -2.6765 -1.4892
H -2.6906 -2.9778 -1.0115
H -1.5485 -3.4713 -1.8740
C -0.8038 2.9989 -0.0108
C -0.4048 4.2320 0.7565
O -1.0332 4.4264 2.0007
H 0.0277 2.7788 -0.6803
H -1.6914 3.0929 -0.6364
H -0.8349 2.1083 0.6167
H -0.6863 5.1175 0.1866
H 0.6684 4.1201 0.9111
H -0.5306 5.1135 2.4444
C 2.3337 -1.6114 2.0122
C 1.7441 -2.9272 1.5381
O 0.3541 -2.8400 1.8545
H 2.3503 -1.5793 3.1016
H 1.8607 -0.7143 1.6127
H 3.3608 -1.7420 1.6715
H 2.1423 -3.7981 2.0589
H 1.8696 -3.1092 0.4708
H -0.0765 -3.6333 1.5276
C 0.5388 -0.0278 -3.1353
C 1.3589 -0.5551 -1.9584
O 1.2308 0.4333 -0.9596
H 0.7780 -0.5918 -4.0369
H 0.4767 1.0522 -3.2685
H -0.4884 -0.3783 -3.0350
H 2.3820 -0.7610 -2.2728
H 1.0093 -1.5580 -1.7132
H 0.3454 0.3342 -0.6021
```

Atomic partial charges in e from the Löwdin method, atoms 1 to 5:
1 O -0.05
2 H -0.01
3 H 0.02
4 O -0.06
5 H 0.03

***

DFT (ωB97M-V with the def2-TZVPD basis set) results for a 6-piece molecular cluster, C6H24O6 overall.

Net charge: +1
LUMO level (alpha / beta): -0.1012 / -0.3536 Eh
HOMO-LUMO gap (alpha / beta): 0.3764 / 0.1188 Eh
Spin multiplicity: 2
ΔE to the lowest compared entry with this formula, charge and spin: 3.757 eV
E_HOMO (alpha / beta): -13.00 / -12.86 eV

```
36
C6H24O6 | the OMol25 dataset | ωB97M-V with the def2-TZVPD basis set
C -1.8856 -3.6020 -1.1281
O -1.9386 -2.2233 -0.9907
H -1.1584 -3.9561 -0.3973
H -2.8601 -4.0341 -0.9006
H -1.5264 -3.9810 -2.0848
H -1.7117 -1.8349 -1.8388
C 0.4049 -0.0667 0.0509
O 0.5338 1.1800 0.8093
H 0.3441 0.1323 -1.0191
H 1.1184 -0.7489 0.5132
H -0.5440 -0.5389 0.3052
H 0.6419 0.8851 1.7165
C 0.8781 0.4904 4.3617
O 0.3407 -0.2472 3.2879
H 0.4153 0.2017 5.3054
H 1.9166 0.1948 4.5112
H 0.9327 1.5363 4.0598
H 0.3117 -1.1919 3.4561
C -3.3884 1.1278 1.4637
O -2.5809 1.3384 0.3724
H -2.9589 0.2847 2.0049
H -3.4093 1.9114 2.2211
H -4.3283 0.7635 1.0488
H -1.6849 0.9938 0.3791
C 0.7489 -0.3493 -3.7971
O -0.2601 -1.4257 -3.7038
H 0.4395 0.4941 -3.1797
H 1.7148 -0.7948 -3.5591
H 0.7335 0.0078 -4.8268
H -1.1519 -1.0703 -3.7013
C 3.1681 2.1822 -0.5716
O 4.2799 2.9320 -1.0490
H 2.2242 2.6151 -0.9031
H 3.1975 1.1608 -0.9511
H 3.1158 2.1917 0.5171
H 3.9271 3.4415 -1.7821
```

Atomic partial charges in e from the Löwdin method, atoms 1 to 5:
1 C -0.15
2 O -0.11
3 H 0.08
4 H 0.09
5 H 0.09

***

DFT (ωB97M-V with the def2-TZVPD basis set) results for a 6-piece molecular cluster, C6H24O9 overall.

LUMO level: 0.0128 Eh
HOMO-LUMO gap: 0.3743 Eh
SMILES: OCCO.OCCO.OCCO.O.O.O
ΔE to the lowest compared entry with this formula, charge and spin: 1.894 eV
E_HOMO: -9.84 eV

```
39
C6H24O9 | the OMol25 dataset | ωB97M-V with the def2-TZVPD basis set
O 3.9038 1.0848 -1.0140
H 4.7682 1.3641 -1.3286
H 3.7174 0.2731 -1.4949
O 3.5367 -1.2419 1.2878
H 4.3529 -1.7402 1.2005
H 3.0759 -1.3696 0.4481
O 1.0264 0.5115 -0.4067
H 0.1122 0.2041 -0.2939
H 1.1136 0.6806 -1.3485
C -3.8933 -0.3698 -0.9311
C -2.4096 -0.3620 -1.2107
O -1.6878 -0.2867 0.0062
O -4.2499 -1.4331 -0.0354
H -4.4923 -0.4833 -1.8439
H -4.2203 0.5576 -0.4693
H -2.2069 0.6292 -1.6424
H -2.0621 -1.1158 -1.9199
H -1.8911 -1.0677 0.5365
H -4.1864 -2.2720 -0.5021
C 0.9783 -2.2111 -2.6003
C 2.3433 -1.5591 -2.6456
O 3.1068 -1.7880 -1.4939
O 0.2894 -1.9776 -3.8352
H 0.3798 -1.7966 -1.7825
H 1.0309 -3.2932 -2.4943
H 2.2242 -0.4870 -2.8305
H 2.8525 -1.9186 -3.5516
H 3.5486 -2.6395 -1.5367
H 0.0194 -1.0550 -3.8551
C -1.1358 2.7993 4.4742
C -1.4618 2.6892 3.0034
O -0.8388 1.6160 2.3451
O 0.2737 2.7043 4.6594
H -1.5835 1.9733 5.0471
H -1.5444 3.7290 4.8884
H -1.1713 3.6161 2.4913
H -2.5535 2.6838 2.8648
H -1.4647 0.8969 2.2364
H 0.3995 2.4551 5.5780
```

Atomic partial charges in e from the Löwdin method, atoms 1 to 5:
1 O -0.04
2 H 0.04
3 H -0.01
4 O -0.06
5 H 0.02

***

DFT (ωB97M-V with the def2-TZVPD basis set) results for a 10-piece molecular cluster, C6H26Br2O11 overall.

LUMO level: -0.0016 Eh
HOMO-LUMO gap: 0.3715 Eh
SMILES: C[C@H]1COC(=O)O1.BrCCBr.O.O.O.O.O.O.O.O
E_HOMO: -10.15 eV

```
45
C6H26Br2O11 | the OMol25 dataset | ωB97M-V with the def2-TZVPD basis set
Br -0.9299 -1.2134 1.6901
C -1.4501 -3.0611 2.0381
C -1.1182 -3.9145 0.8320
Br -1.7909 -5.7057 1.1759
H -2.5269 -3.0599 2.1793
H -0.9334 -3.3989 2.9273
H -0.0442 -4.0696 0.7661
H -1.4825 -3.5140 -0.1062
C -3.8252 0.8604 -0.4856
C -3.4011 0.0773 -1.7100
C -1.9094 -0.3013 -1.7888
O -1.9318 -1.7402 -1.8415
C -3.2007 -2.1966 -1.8290
O -3.4891 -3.3462 -1.8703
O -4.0865 -1.1825 -1.7405
H -4.9115 0.9387 -0.4661
H -3.4488 1.8856 -0.5357
H -3.4382 0.4242 0.4366
H -3.6620 0.6875 -2.5790
H -1.4269 0.0174 -0.8714
H -1.4541 0.0647 -2.6994
O 3.1470 -0.9704 1.7863
H 3.2123 -0.9949 0.8178
H 3.9729 -0.5659 2.0658
O -0.3993 3.0803 0.6076
H -0.0190 2.2764 0.2232
H -0.3532 2.9320 1.5569
O 3.4756 -0.1290 -0.9004
H 3.2591 -0.4797 -1.7696
H 3.6708 0.8095 -1.0495
O 1.2595 0.3449 3.6281
H 1.4356 0.2306 4.5664
H 1.6240 -0.4446 3.2101
O 0.2677 1.9323 -2.6527
H 0.7368 2.7019 -2.9808
H 0.6318 1.7919 -1.7673
O 3.1100 2.5108 -1.7056
H 2.7883 3.1929 -2.2997
H 3.0692 2.9149 -0.8214
O 1.0561 0.7389 -0.1446
H 0.6622 0.0845 0.4442
H 1.9938 0.5030 -0.1860
O 3.9038 3.0344 0.9007
H 4.6061 3.5359 1.3247
H 3.3500 2.7175 1.6239
```

Atomic partial charges in e from the Löwdin method, atoms 1 to 5:
1 Br 0.82
2 C -0.65
3 C -0.69
4 Br 0.64
5 H 0.05